Entry 1:
Molecular formula: C43H79Br21Hg2N4O4
Method: DFT, ωB97M-V/def2-TZVPD

Geometry as XYZ:
```
153
Properties=species:S:1:pos:R:3
Hg 10.620 8.613 -14.628
Hg 16.117 5.270 -16.360
C 21.461 6.107 -20.465
C 20.032 6.426 -20.339
C 19.580 7.154 -21.634
C 19.294 6.237 -22.796
C 18.342 5.076 -22.368
C 18.850 4.220 -21.181
N 19.246 5.155 -20.123
O 19.580 4.464 -18.872
C 20.107 3.325 -21.666
C 17.585 3.391 -20.699
C 19.817 7.339 -19.110
H 21.651 5.327 -21.202
H 21.922 5.691 -19.569
H 22.118 6.925 -20.761
H 20.341 7.813 -22.052
H 18.649 7.702 -21.490
H 20.201 5.922 -23.313
H 18.840 6.898 -23.534
H 18.223 4.426 -23.235
H 17.404 5.584 -22.143
H 20.869 3.804 -22.280
H 19.739 2.448 -22.199
H 20.638 2.960 -20.787
H 17.896 2.738 -19.883
H 17.325 2.856 -21.613
H 16.744 4.029 -20.428
H 20.234 8.340 -19.216
H 20.225 6.957 -18.174
H 18.761 7.522 -18.911
C 15.894 2.780 -12.450
C 16.311 3.627 -11.257
C 17.864 3.294 -10.932
C 18.628 4.282 -10.158
C 18.395 5.641 -10.719
C 16.896 6.044 -10.858
N 16.174 5.035 -11.622
O 14.887 5.427 -12.066
C 16.933 7.438 -11.682
C 16.365 6.293 -9.361
C 15.467 3.237 -9.990
H 16.636 2.635 -13.234
H 14.920 3.096 -12.826
H 15.582 1.820 -12.038
H 18.431 2.960 -11.800
H 17.850 2.349 -10.389
H 19.674 4.071 -10.383
H 18.419 4.174 -9.093
H 18.971 5.711 -11.641
H 18.878 6.295 -9.993
H 17.658 8.127 -11.249
H 15.966 7.922 -11.545
H 17.003 7.428 -12.770
H 16.740 7.275 -9.072
H 16.782 5.670 -8.570
H 15.276 6.345 -9.345
H 15.785 2.258 -9.631
H 14.414 3.133 -10.250
H 15.455 3.928 -9.146
C 12.137 11.040 -20.662
C 11.256 10.827 -19.445
C 9.945 11.589 -19.715
C 9.113 10.870 -20.784
C 8.792 9.400 -20.387
C 10.053 8.577 -20.040
N 10.976 9.381 -19.172
O 12.095 8.664 -18.634
C 10.612 7.981 -21.323
C 9.523 7.397 -19.206
C 11.785 11.549 -18.150
H 13.061 11.574 -20.442
H 11.715 11.509 -21.552
H 12.587 10.101 -20.984
H 10.136 12.640 -19.932
H 9.356 11.598 -18.798
H 9.389 10.873 -21.838
H 8.200 11.453 -20.908
H 8.337 9.020 -21.301
H 8.144 9.304 -19.516
H 10.988 8.772 -21.972
H 9.875 7.361 -21.832
H 11.501 7.376 -21.146
H 8.768 6.859 -19.779
H 9.088 7.936 -18.364
H 10.185 6.684 -18.715
H 12.665 11.026 -17.775
H 11.024 11.689 -17.383
H 12.151 12.512 -18.506
C 6.569 11.533 -9.609
C 7.902 10.850 -10.109
C 8.658 10.270 -8.846
C 8.060 8.946 -8.254
C 7.820 7.935 -9.341
C 7.052 8.493 -10.627
N 7.694 9.753 -11.133
O 7.338 10.240 -12.491
C 5.608 8.569 -10.240
C 7.292 7.361 -11.631
C 8.858 11.915 -10.607
H 6.182 11.158 -8.662
H 5.765 11.594 -10.343
H 6.677 12.595 -9.388
H 8.891 10.910 -7.995
H 9.650 9.958 -9.172
H 7.145 9.190 -7.714
H 8.685 8.391 -7.553
H 7.315 7.031 -9.000
H 8.797 7.487 -9.528
H 5.148 7.582 -10.206
H 5.082 9.208 -10.949
H 5.490 9.058 -9.273
H 6.751 7.613 -12.543
H 6.734 6.493 -11.280
H 8.335 7.084 -11.785
H 9.044 12.491 -9.700
H 8.458 12.514 -11.425
H 9.821 11.549 -10.963
C 13.523 4.209 -1.278
Br 15.112 3.872 -2.465
Br 12.407 2.716 -1.179
Br 12.492 5.835 -1.894
H 13.906 4.372 -0.272
C 24.529 14.679 -13.105
Br 23.474 13.114 -12.746
Br 26.351 14.061 -13.566
Br 24.610 15.882 -11.512
H 24.151 15.279 -13.933
C 25.526 2.300 -14.548
Br 25.797 4.211 -14.171
Br 24.754 1.210 -13.041
Br 27.192 1.492 -15.330
H 24.818 2.323 -15.376
C 8.486 -1.589 -15.635
Br 10.367 -1.636 -16.324
Br 7.314 -0.759 -16.972
Br 8.482 -0.634 -13.897
H 8.168 -2.583 -15.320
C 16.790 16.043 -7.794
Br 18.547 16.413 -6.906
Br 15.651 14.711 -6.910
Br 17.157 15.635 -9.650
H 16.201 16.960 -7.817
C 24.275 10.904 -6.650
Br 24.842 9.340 -7.741
Br 25.403 10.943 -4.973
Br 22.300 10.791 -6.234
H 24.501 11.748 -7.302
C 20.750 -5.472 -11.531
Br 19.458 -4.247 -12.308
Br 22.086 -6.111 -12.840
Br 20.005 -7.094 -10.594
H 21.211 -4.955 -10.689
```

Values from the calculation:
- LUMO energy: -3.7 eV
- Electronic energy: -56566.09744 a.u.
- Orbital gap: 1.517 eV
- ΔE to the lowest compared entry with this formula, charge and spin: 908.4 kJ/mol
- Molar mass: 2795.293 g/mol
- Strongest force on any atom: 0.116 hartree/bohr
- E_HOMO: -5.2 eV

***

Entry 2:
Molecular formula: C43H79N4O18
Method: DFT, ωB97M-V/def2-TZVPD

Geometry as XYZ:
```
144
Properties=species:S:1:pos:R:3
C 2.101 3.794 2.242
C 0.641 4.335 2.529
C -0.490 3.229 2.481
C -0.458 2.527 1.074
N -1.753 1.936 0.641
C -2.807 2.908 0.515
C -2.894 3.954 -0.508
C -1.846 4.112 -1.642
C -2.421 3.525 -3.030
C -1.953 2.025 -3.194
C -0.434 1.886 -3.510
O 0.364 2.788 -3.432
O 0.078 0.647 -3.943
C 0.536 -0.147 -2.818
C -0.711 -0.875 -2.150
N -3.941 4.868 -0.511
C -4.964 4.859 0.423
C -5.013 3.844 1.462
O -6.063 3.855 2.387
N -5.775 4.818 3.414
O -6.526 5.696 3.283
C -3.912 2.853 1.512
C -3.970 1.752 2.639
O -3.592 1.926 3.753
O -4.555 0.551 2.246
C -3.549 -0.395 1.759
C -3.901 -1.882 2.168
C -3.455 -2.945 1.089
N -2.326 -2.515 0.238
H 2.710 3.583 3.156
H 2.151 2.895 1.578
H 2.649 4.614 1.690
H 0.686 4.854 3.531
H 0.432 5.154 1.784
H -0.329 2.547 3.352
H -1.460 3.777 2.681
H 0.009 3.246 0.348
H 0.268 1.666 1.163
H -1.610 1.538 -0.292
H -0.883 3.578 -1.467
H -1.637 5.213 -1.786
H -1.974 4.150 -3.853
H -3.542 3.607 -3.024
H -2.248 1.445 -2.274
H -2.512 1.570 -4.059
H 1.209 -0.966 -3.187
H 1.100 0.494 -2.087
H -1.122 -0.236 -1.313
H -0.430 -1.851 -1.672
H -1.540 -1.009 -2.890
H -3.970 5.609 -1.219
H -5.752 5.654 0.357
H -3.392 -0.289 0.648
H -2.590 -0.152 2.296
H -3.391 -2.148 3.135
H -5.005 -2.019 2.363
H -4.344 -3.184 0.436
H -3.145 -3.911 1.583
H -2.571 -2.560 -0.750
H -1.472 -3.050 0.440
O -0.616 -3.745 2.054
C -0.325 -3.783 3.227
O -0.996 -3.012 4.102
C -0.885 -3.134 5.529
C 0.269 -2.308 6.060
C 0.838 -4.599 3.716
H -0.823 -4.181 5.831
H -1.820 -2.750 5.937
H 1.226 -2.655 5.667
H 0.304 -2.356 7.149
H 0.160 -1.265 5.757
H 1.750 -4.006 3.642
H 0.931 -5.477 3.078
H 0.718 -4.971 4.731
O 3.250 -6.425 3.799
C 3.899 -6.502 2.786
O 5.070 -5.851 2.693
C 6.015 -6.042 1.629
C 5.697 -5.145 0.451
C 3.375 -7.232 1.578
H 6.084 -7.095 1.346
H 6.988 -5.770 2.038
H 4.723 -5.383 0.018
H 6.454 -5.247 -0.327
H 5.658 -4.101 0.766
H 2.765 -6.552 0.982
H 2.754 -8.060 1.922
H 4.155 -7.671 0.959
O -5.706 -1.411 9.594
C -5.845 -0.443 8.896
O -5.459 -0.489 7.603
C -5.772 0.520 6.635
C -4.740 1.628 6.648
C -6.352 0.860 9.457
H -6.789 0.893 6.770
H -5.752 0.022 5.665
H -4.720 2.149 7.608
H -4.950 2.357 5.864
H -3.741 1.220 6.488
H -5.513 1.430 9.857
H -7.048 0.635 10.265
H -6.903 1.463 8.738
O 6.709 -3.275 -1.951
C 6.248 -2.270 -2.426
O 6.464 -1.084 -1.826
C 6.148 0.184 -2.418
C 4.712 0.572 -2.130
C 5.344 -2.319 -3.631
H 6.376 0.191 -3.485
H 6.814 0.912 -1.955
H 4.007 -0.138 -2.569
H 4.496 1.565 -2.527
H 4.528 0.576 -1.053
H 4.317 -2.481 -3.303
H 5.655 -3.156 -4.256
H 5.399 -1.431 -4.257
O -2.633 -2.267 -5.007
C -3.363 -1.692 -5.772
O -4.657 -1.498 -5.447
C -5.550 -0.648 -6.178
C -6.205 -1.396 -7.321
C -2.886 -1.268 -7.136
H -5.045 0.262 -6.509
H -6.316 -0.335 -5.468
H -5.470 -1.736 -8.052
H -6.931 -0.760 -7.830
H -6.718 -2.285 -6.949
H -3.017 -2.093 -7.836
H -1.825 -1.024 -7.066
H -3.380 -0.376 -7.517
O 6.647 3.749 -3.277
C 7.209 3.505 -4.319
O 8.317 2.738 -4.327
C 8.929 2.214 -5.513
C 9.911 3.205 -6.105
C 6.752 4.128 -5.611
H 8.177 1.890 -6.235
H 9.467 1.317 -5.204
H 9.414 4.123 -6.421
H 10.419 2.772 -6.969
H 10.659 3.487 -5.363
H 7.229 5.101 -5.730
H 5.672 4.264 -5.561
H 6.942 3.511 -6.487
```

Values from the calculation:
- LUMO energy: -4.5 eV
- Total charge: +1
- Electronic energy: -3258.77385 a.u.
- Orbital gap: 6.033 eV
- Molar mass: 940.115 g/mol
- Strongest force on any atom: 0.061 hartree/bohr
- E_HOMO: -10.5 eV

***

Entry 3:
Molecular formula: C43H82N2O19
Method: DFT, ωB97M-V/def2-TZVPD

Geometry as XYZ:
```
146
Properties=species:S:1:pos:R:3
O 4.175 8.613 -1.830
C 4.448 9.264 -0.833
O 3.966 9.016 0.431
C 3.096 7.886 0.671
C 1.589 8.182 0.411
C 5.352 10.518 -0.968
H 3.199 7.537 1.698
H 3.416 7.047 0.054
H 1.366 9.052 1.029
H 1.044 7.243 0.507
H 1.544 8.606 -0.593
H 6.213 10.371 -1.620
H 5.652 10.812 0.038
H 4.807 11.402 -1.298
O 6.682 2.971 1.445
C 7.373 1.967 1.305
O 8.279 1.821 0.287
C 8.629 2.812 -0.602
C 10.019 2.512 -1.254
C 7.084 0.699 2.052
H 8.622 3.766 -0.074
H 7.822 2.938 -1.323
H 9.954 1.526 -1.714
H 10.865 2.275 -0.609
H 10.259 3.169 -2.090
H 7.894 0.864 2.763
H 7.292 -0.261 1.580
H 6.071 0.771 2.446
O 0.234 -7.253 3.780
C 0.107 -6.257 4.498
O -0.869 -6.050 5.383
C -1.991 -7.004 5.338
C -2.486 -7.535 6.774
C 1.153 -5.162 4.682
H -1.718 -7.898 4.778
H -2.786 -6.574 4.728
H -1.592 -7.821 7.327
H -3.002 -8.444 6.463
H -3.116 -6.834 7.322
H 1.980 -5.290 3.983
H 1.517 -5.232 5.707
H 0.658 -4.226 4.426
O -6.238 -1.624 8.999
C -5.073 -1.350 8.756
O -4.664 -0.776 7.693
C -5.406 -0.808 6.443
C -4.857 -1.980 5.666
C -4.128 -1.476 9.916
H -5.309 0.111 5.867
H -6.447 -0.686 6.743
H -5.432 -2.248 4.780
H -4.899 -2.914 6.227
H -3.846 -1.737 5.339
H -3.931 -0.552 10.459
H -3.182 -1.780 9.469
H -4.540 -2.146 10.671
O -5.369 -1.633 -1.567
C -6.035 -1.260 -2.516
O -7.208 -0.793 -2.493
C -7.939 -0.871 -1.277
C -9.419 -0.800 -1.565
C -5.465 -1.469 -3.900
H -7.620 -0.291 -0.411
H -7.789 -1.849 -0.819
H -9.751 -1.645 -2.169
H -9.634 0.177 -1.997
H -9.945 -0.883 -0.614
H -5.022 -0.535 -4.248
H -6.244 -1.977 -4.469
H -4.612 -2.133 -3.761
O 8.004 -7.877 0.598
C 7.880 -6.982 1.424
O 7.607 -5.783 1.153
C 7.262 -5.293 -0.145
C 5.705 -5.002 -0.174
C 8.327 -6.951 2.887
H 7.520 -6.087 -0.845
H 7.798 -4.375 -0.388
H 5.571 -4.002 0.240
H 5.144 -5.579 0.562
H 5.326 -5.139 -1.186
H 9.010 -7.784 3.054
H 7.472 -6.931 3.562
H 8.838 -6.004 3.060
O -1.012 1.313 -8.926
C -0.311 1.737 -8.062
O 0.897 1.405 -7.662
C 1.644 0.384 -8.374
C 2.599 0.957 -9.467
C -0.850 2.658 -6.995
H 1.175 -0.538 -8.719
H 2.291 -0.126 -7.660
H 3.472 1.421 -9.009
H 2.083 1.632 -10.151
H 2.965 0.070 -9.984
H -0.859 2.237 -5.990
H -1.858 2.943 -7.298
H -0.300 3.598 -6.963
O 3.631 -8.280 -3.922
C 2.632 -8.952 -4.142
O 1.367 -8.880 -3.646
C 1.025 -8.189 -2.488
C 0.445 -6.834 -2.774
C 2.694 -10.056 -5.154
H 1.930 -8.193 -1.880
H 0.170 -8.666 -2.008
H -0.249 -6.464 -2.019
H -0.145 -6.526 -3.637
H 1.217 -6.072 -2.878
H 2.743 -9.748 -6.199
H 1.745 -10.592 -5.116
H 3.577 -10.642 -4.902
C -7.890 7.587 -1.990
C -7.515 6.800 -3.291
C -6.880 5.382 -3.120
C -5.608 5.367 -2.423
N -4.559 5.468 -1.884
H -8.204 8.616 -2.161
H -6.966 7.706 -1.423
H -8.717 7.163 -1.420
H -6.736 7.299 -3.867
H -8.351 6.851 -3.988
H -6.770 4.820 -4.047
H -7.622 4.851 -2.524
C 1.080 0.082 0.471
C 0.138 0.896 -0.383
C 1.010 1.843 -1.340
C 2.048 1.164 -2.136
N 2.855 0.616 -2.791
H 2.067 0.426 0.780
H 1.071 -0.849 -0.096
H 0.521 -0.074 1.394
H -0.567 1.560 0.117
H -0.504 0.223 -0.951
H 1.455 2.481 -0.577
H 0.263 2.409 -1.896
C -4.206 6.009 3.514
C -4.311 7.476 3.389
O -5.457 7.801 4.099
C -5.619 6.792 5.036
O -6.285 6.865 6.037
O -4.793 5.806 4.825
H -3.172 5.665 3.532
H -4.817 5.481 2.781
H -4.452 7.761 2.346
H -3.483 7.978 3.890
```

Values from the calculation:
- SMILES: CCOC(C)=O.CCOC(C)=O.CCOC(C)=O.CCOC(C)=O.CCOC(C)=O.CCOC(C)=O.CCOC(C)=O.CCOC(C)=O.O=C1OCCO1.CCCC#N.CCCC#N
- LUMO energy: -0.1 eV
- Electronic energy: -3226.54623 a.u.
- Orbital gap: 9.851 eV
- Molar mass: 931.124 g/mol
- Strongest force on any atom: 0.101 hartree/bohr
- E_HOMO: -9.9 eV